(1)
{"formula": "C32H30Br2CeN6O3PS2", "method": "ωB97M-V/def2-TZVPD", "e_lumo_ev": [-4.301, -4.317], "total_charge": 1, "homo_lumo_gap_ev": [4.0, 4.0], "homo_energy_ev": [-8.3, -8.3], "de_lowest_kj_mol": 395.9, "symbols": ["Ce", "C", "S", "C", "S", "N", "N", "C", "C", "C", "C", "C", "C", "N", "H", "H", "H", "H", "H", "H", "H", "H", "Br", "C", "Br", "H", "H", "O", "P", "C", "C", "C", "C", "C", "C", "C", "C", "C", "C", "C", "C", "C", "C", "C", "C", "C", "C", "H", "H", "H", "H", "H", "H", "H", "H", "H", "H", "H", "H", "H", "H", "H", "N", "C", "O", "C", "C", "N", "C", "N", "H", "H", "C", "O", "H", "H", "H"], "coordinates": [[0.661, -1.182, 0.230], [-4.961, -4.098, 1.018], [-4.175, -3.634, 2.579], [-2.645, -2.963, 2.037], [-1.829, -3.925, 0.655], [-2.194, -1.983, 2.690], [-0.946, -1.390, 2.422], [-0.507, -0.811, 3.467], [0.771, -0.053, 3.483], [1.100, 0.703, 4.588], [2.286, 1.436, 4.569], [3.101, 1.353, 3.460], [2.715, 0.525, 2.408], [1.576, -0.157, 2.416], [-5.873, -4.617, 1.307], [-4.353, -4.790, 0.439], [-5.215, -3.217, 0.434], [-1.071, -0.887, 4.395], [0.433, 0.742, 5.439], [2.559, 2.053, 5.415], [4.031, 1.902, 3.400], [3.319, 0.410, 1.516], [-2.291, -1.166, -0.987], [-2.903, -2.568, -2.023], [0.732, -3.151, -1.731], [-2.116, -3.188, -2.427], [-3.832, -2.375, -2.535], [-0.190, 0.913, 0.136], [-0.191, 1.915, -1.040], [-0.443, 1.102, -2.614], [0.495, 0.142, -3.009], [0.342, -0.519, -4.216], [-0.743, -0.217, -5.030], [-1.673, 0.743, -4.645], [-1.528, 1.408, -3.437], [1.354, 2.792, -1.170], [1.809, 3.270, -2.397], [3.011, 3.960, -2.462], [3.756, 4.168, -1.309], [3.299, 3.698, -0.084], [2.099, 3.011, -0.013], [-1.490, 3.118, -0.795], [-2.743, 2.681, -0.355], [-3.750, 3.598, -0.108], [-3.513, 4.956, -0.294], [-2.273, 5.395, -0.730], [-1.259, 4.479, -0.979], [1.354, -0.053, -2.370], [1.058, -1.273, -4.510], [-0.865, -0.730, -5.975], [-2.511, 0.974, -5.289], [-2.249, 2.158, -3.139], [1.235, 3.100, -3.299], [3.370, 4.329, -3.414], [4.700, 4.693, -1.367], [3.880, 3.871, 0.813], [1.734, 2.642, 0.937], [-2.931, 1.626, -0.201], [-4.720, 3.258, 0.231], [-4.298, 5.673, -0.092], [-2.090, 6.452, -0.873], [-0.292, 4.827, -1.317], [2.529, -4.565, 2.420], [1.298, -4.287, 1.978], [1.024, -3.162, 1.516], [0.309, -5.345, 2.079], [-0.944, -5.194, 1.554], [-2.104, -5.593, 1.239], [0.653, -6.586, 2.692], [1.005, -7.551, 3.211], [2.776, -5.479, 2.762], [3.242, -3.862, 2.327], [3.656, -0.712, -1.224], [2.459, -0.349, -0.570], [3.550, -1.676, -1.730], [4.491, -0.798, -0.521], [3.938, 0.031, -1.978]], "mulliken_charge": [0.44, -0.76, 0.01, 0.34, 0.37, -1.37, 1.22, -0.81, 1.00, -0.84, -0.49, -0.68, -0.36, 0.36, 0.39, 0.26, 0.26, 0.40, 0.51, 0.44, 0.52, 0.42, 0.40, -0.97, -0.50, 0.23, 0.32, 0.18, 1.48, 0.22, 0.50, -0.97, -0.61, -0.77, -0.58, 0.41, -0.43, -0.78, -0.59, -0.71, -0.51, 0.05, -0.33, -0.70, -0.56, -0.75, -0.46, 0.29, 0.51, 0.41, 0.45, 0.44, 0.51, 0.45, 0.42, 0.43, 0.54, 0.28, 0.45, 0.41, 0.44, 0.41, -0.37, 0.87, -0.15, -0.04, 0.19, -0.61, -0.43, -0.51, 0.21, 0.20, -0.99, 0.21, 0.25, 0.30, 0.24]}

---

(2)
{"formula": "C32H30CaCl4N10O2S4", "method": "ωB97M-V/def2-TZVPD", "e_lumo_ev": -0.549, "homo_lumo_gap_ev": 6.4, "homo_energy_ev": -7.0, "de_lowest_kj_mol": 14.0, "symbols": ["Ca", "N", "C", "N", "C", "N", "N", "C", "C", "C", "C", "C", "C", "N", "C", "C", "C", "C", "C", "C", "H", "H", "H", "H", "H", "H", "H", "H", "H", "H", "H", "Cl", "C", "C", "C", "C", "C", "Cl", "C", "S", "H", "H", "H", "Cl", "C", "Cl", "H", "H", "N", "C", "C", "C", "C", "C", "C", "S", "O", "O", "N", "C", "S", "C", "C", "N", "H", "H", "H", "H", "H", "H", "H", "H", "C", "N", "C", "N", "S", "H", "H", "H", "H", "H", "H"], "coordinates": [[0.667, -0.300, 0.837], [-1.944, 2.875, 3.060], [-0.988, 2.194, 2.416], [-1.197, 1.318, 1.485], [-2.502, 1.033, 1.126], [-2.810, 0.099, 0.289], [-1.702, -0.565, -0.224], [-2.019, -1.466, -1.064], [-0.985, -2.268, -1.725], [-1.349, -3.282, -2.600], [-0.349, -4.028, -3.203], [0.968, -3.720, -2.918], [1.238, -2.680, -2.033], [0.286, -1.973, -1.440], [-3.595, 1.813, 1.722], [-4.930, 1.663, 1.337], [-5.918, 2.397, 1.957], [-5.590, 3.292, 2.975], [-4.278, 3.463, 3.362], [-3.284, 2.724, 2.726], [-1.669, 3.468, 3.828], [0.029, 2.401, 2.714], [-3.066, -1.647, -1.302], [-2.395, -3.480, -2.795], [-0.597, -4.831, -3.886], [1.785, -4.265, -3.372], [2.253, -2.396, -1.773], [-5.162, 0.959, 0.551], [-6.951, 2.274, 1.659], [-6.370, 3.862, 3.465], [-4.013, 4.161, 4.147], [1.691, 0.859, -1.798], [3.414, 1.033, -1.518], [4.045, 2.031, -2.239], [5.398, 2.254, -2.051], [6.091, 1.469, -1.144], [5.434, 0.470, -0.446], [6.384, -0.471, 0.664], [4.062, 0.194, -0.596], [3.285, -1.102, 0.266], [3.470, 2.628, -2.933], [5.907, 3.030, -2.606], [7.148, 1.618, -0.972], [-2.241, -0.898, 3.981], [-3.921, -1.191, 3.532], [-5.053, -0.212, 4.487], [-4.144, -2.235, 3.718], [-4.050, -0.937, 2.484], [-0.185, 5.132, 7.351], [0.268, 4.016, 6.663], [-0.617, 2.995, 6.297], [-0.151, 1.852, 5.670], [1.203, 1.708, 5.395], [2.092, 2.707, 5.773], [1.628, 3.853, 6.393], [1.782, 0.283, 4.515], [3.176, 0.132, 4.854], [0.880, -0.803, 4.838], [1.565, 0.610, 2.972], [2.366, 1.549, 2.372], [3.967, 2.043, 2.838], [3.996, 3.130, 1.497], [2.855, 3.019, 0.787], [1.928, 2.128, 1.276], [-1.165, 5.345, 7.267], [0.405, 5.946, 7.317], [-1.669, 3.081, 6.553], [-0.839, 1.058, 5.412], [3.149, 2.572, 5.593], [2.328, 4.623, 6.695], [4.844, 3.763, 1.299], [2.626, 3.572, -0.112], [3.658, -4.405, 1.478], [2.254, -4.103, 1.275], [1.520, -3.335, 2.084], [2.086, -2.872, 3.198], [-0.108, -2.988, 1.699], [3.984, -5.076, 0.688], [3.807, -4.906, 2.437], [4.266, -3.499, 1.427], [1.807, -4.356, 0.410], [3.088, -2.869, 3.308], [1.547, -2.247, 3.792]], "mulliken_charge": [1.47, 0.22, -1.33, 0.09, -0.79, -1.04, 0.57, -0.65, 0.67, -0.94, -0.37, -0.88, -0.29, 0.50, 1.09, 0.20, -0.89, -0.48, -0.85, -0.03, 0.17, 1.04, 0.32, 0.43, 0.43, 0.45, 0.37, 0.44, 0.42, 0.42, 0.41, -0.14, 0.35, -0.76, -0.43, -0.74, 0.45, -0.23, -0.62, 0.36, 0.47, 0.38, 0.43, 0.05, -0.34, -0.17, 0.46, 0.04, -0.58, 1.10, -0.93, -0.18, -0.51, -0.54, -0.83, 1.13, -0.75, -0.89, 0.28, -0.02, -0.12, -0.25, -1.13, 0.08, 0.21, 0.21, 0.45, 0.38, 0.54, 0.32, 0.49, 0.47, -1.12, 0.02, 0.15, -0.10, -0.30, 0.34, 0.38, 0.35, 0.23, 0.27, 0.10]}

---

(3)
{"formula": "C32H30CuGeN2O3", "method": "ωB97M-V/def2-TZVPD", "e_lumo_ev": -2.598, "total_charge": 1, "homo_lumo_gap_ev": 9.1, "homo_energy_ev": -11.7, "de_lowest_kj_mol": 0.0, "symbols": ["Cu", "O", "C", "C", "O", "O", "C", "C", "C", "C", "C", "C", "C", "C", "C", "C", "C", "C", "H", "H", "H", "H", "H", "H", "H", "H", "H", "H", "H", "N", "N", "H", "H", "H", "H", "C", "C", "C", "C", "C", "C", "Ge", "C", "C", "C", "C", "C", "C", "C", "C", "C", "C", "C", "C", "H", "H", "H", "H", "H", "H", "H", "H", "H", "H", "H", "H", "H", "H", "H"], "coordinates": [[2.083, -1.555, -0.501], [1.288, -1.193, 1.518], [1.354, 0.239, 1.355], [0.929, 0.578, -0.098], [1.153, 1.633, -0.616], [0.321, -0.452, -0.725], [2.810, 0.635, 1.559], [3.182, 1.970, 1.426], [4.511, 2.338, 1.547], [5.483, 1.381, 1.810], [5.113, 0.056, 1.973], [3.780, -0.319, 1.850], [0.420, 0.915, 2.352], [0.394, 0.401, 3.649], [-0.461, 0.938, 4.594], [-1.294, 1.999, 4.257], [-1.257, 2.521, 2.976], [-0.403, 1.984, 2.021], [0.350, -1.444, 1.548], [2.431, 2.720, 1.219], [4.788, 3.377, 1.439], [6.519, 1.673, 1.910], [5.859, -0.690, 2.215], [3.500, -1.351, 2.014], [1.044, -0.423, 3.911], [-0.473, 0.535, 5.598], [-1.962, 2.419, 4.996], [-1.897, 3.350, 2.707], [-0.391, 2.410, 1.027], [4.080, -0.013, -1.786], [3.890, -1.364, -1.323], [5.071, 0.192, -1.850], [3.673, 0.621, -1.107], [4.610, -1.638, -0.656], [3.970, -1.972, -2.133], [-1.129, -2.576, -5.504], [-0.466, -3.120, -4.411], [-0.567, -2.511, -3.171], [-1.320, -1.346, -3.012], [-1.984, -0.812, -4.116], [-1.887, -1.426, -5.358], [-1.508, -0.520, -1.288], [-2.199, -1.705, 0.071], [-2.594, -2.999, -0.265], [-3.030, -3.878, 0.718], [-3.070, -3.477, 2.044], [-2.685, -2.190, 2.392], [-2.259, -1.307, 1.410], [-2.151, 1.284, -1.260], [-1.570, 2.252, -2.082], [-2.043, 3.554, -2.063], [-3.103, 3.894, -1.232], [-3.694, 2.937, -0.422], [-3.220, 1.633, -0.435], [-1.055, -3.055, -6.471], [0.123, -4.020, -4.528], [-0.054, -2.950, -2.321], [-2.570, 0.093, -4.013], [-2.400, -1.003, -6.211], [-2.564, -3.329, -1.297], [-3.339, -4.878, 0.445], [-3.408, -4.165, 2.806], [-2.728, -1.865, 3.423], [-1.989, -0.295, 1.697], [-0.734, 1.996, -2.721], [-1.588, 4.304, -2.695], [-3.474, 4.911, -1.223], [-4.526, 3.204, 0.216], [-3.685, 0.889, 0.201]], "mulliken_charge": [-0.40, -0.95, 4.27, -0.41, -0.61, 0.33, -0.68, -0.03, -0.99, -0.55, -0.99, -0.31, -1.07, -0.36, -1.01, -0.52, -0.99, 0.17, 0.29, 0.42, 0.44, 0.45, 0.47, 0.56, 0.53, 0.44, 0.45, 0.47, 0.58, -0.51, -0.27, 0.28, 0.21, 0.29, 0.37, -0.50, -0.92, 0.12, 0.09, -0.49, -0.66, 0.73, -0.08, -0.51, -0.68, -0.63, -0.76, 0.50, 0.47, -0.36, -0.82, -0.52, -0.70, -0.10, 0.40, 0.42, 0.42, 0.37, 0.43, 0.42, 0.43, 0.41, 0.48, 0.45, 0.47, 0.43, 0.43, 0.47, 0.39]}

---

(4)
{"formula": "C32H30FIO8SSi", "method": "ωB97M-V/def2-TZVPD", "e_lumo_ev": -1.733, "smiles": "C#C[Si@@](F)(CSCC)C[C@@H](C)I.O=C1C=CC(=O)C=C1.O=C1C=CC(=O)C=C1.O=C1C=CC(=O)C=C1.O=C1C=CC(=O)C=C1", "homo_lumo_gap_ev": 7.0, "homo_energy_ev": -8.8, "symbols": ["C", "C", "Si", "F", "C", "S", "C", "C", "C", "C", "C", "I", "H", "H", "H", "H", "H", "H", "H", "H", "H", "H", "H", "H", "H", "H", "O", "C", "C", "C", "C", "O", "C", "C", "H", "H", "H", "H", "O", "C", "C", "C", "C", "O", "C", "C", "H", "H", "H", "H", "O", "C", "C", "C", "C", "O", "C", "C", "H", "H", "H", "H", "O", "C", "C", "C", "C", "O", "C", "C", "H", "H", "H", "H"], "coordinates": [[-1.150, 0.798, 1.458], [-0.381, 0.482, 0.592], [0.819, 0.084, -0.734], [1.533, -1.283, -0.309], [-0.122, -0.262, -2.306], [0.956, -0.624, -3.725], [1.913, -2.077, -3.194], [2.612, -2.620, -4.433], [1.995, 1.526, -0.897], [3.396, 1.264, -1.455], [4.180, 2.589, -1.629], [4.551, -0.015, -0.170], [-1.761, 1.194, 2.246], [-0.802, -1.096, -2.122], [-0.697, 0.626, -2.566], [2.629, -1.801, -2.424], [1.209, -2.803, -2.789], [3.335, -3.387, -4.157], [1.894, -3.075, -5.117], [3.120, -1.818, -4.969], [1.519, 2.246, -1.572], [2.100, 2.028, 0.068], [3.351, 0.776, -2.425], [4.871, 2.534, -2.465], [3.466, 3.395, -1.805], [4.718, 2.834, -0.715], [-4.494, -3.139, -5.324], [-3.540, -2.974, -6.054], [-3.505, -3.563, -7.417], [-2.458, -3.387, -8.218], [-1.280, -2.591, -7.784], [-0.326, -2.434, -8.513], [-1.317, -2.001, -6.422], [-2.364, -2.180, -5.622], [-4.373, -4.138, -7.712], [-2.409, -3.808, -9.214], [-0.451, -1.428, -6.117], [-2.408, -1.760, -4.624], [-2.686, 2.256, 4.239], [-2.941, 1.454, 5.115], [-4.331, 1.019, 5.382], [-4.598, 0.111, 6.314], [-3.519, -0.492, 7.136], [-3.762, -1.322, 7.985], [-2.130, -0.030, 6.889], [-1.862, 0.871, 5.950], [-5.100, 1.464, 4.764], [-5.602, -0.236, 6.518], [-1.360, -0.473, 7.509], [-0.857, 1.215, 5.742], [3.631, 9.070, -0.591], [4.019, 8.009, -0.153], [3.064, 6.982, 0.335], [3.490, 5.817, 0.816], [4.938, 5.495, 0.884], [5.323, 4.430, 1.315], [5.893, 6.522, 0.396], [5.467, 7.686, -0.085], [2.014, 7.239, 0.276], [2.813, 5.054, 1.179], [6.943, 6.265, 0.455], [6.143, 8.450, -0.447], [-3.375, -1.973, 4.529], [-3.178, -3.170, 4.466], [-1.821, -3.709, 4.205], [-1.603, -5.019, 4.136], [-2.708, -5.995, 4.319], [-2.510, -7.188, 4.257], [-4.066, -5.452, 4.580], [-4.283, -4.141, 4.648], [-1.032, -2.979, 4.073], [-0.623, -5.437, 3.945], [-4.856, -6.180, 4.710], [-5.262, -3.722, 4.841]], "mulliken_charge": [1.31, -1.76, 0.16, -0.26, -0.67, -0.31, -0.07, -1.29, -0.88, -0.14, -1.13, 0.05, 0.42, 0.33, 0.41, 0.15, 0.41, 0.39, 0.30, 0.34, 0.43, 0.47, 0.38, 0.33, 0.36, 0.25, -0.54, 0.38, -0.42, -0.36, 0.22, -0.54, -0.19, -0.29, 0.40, 0.41, 0.54, 0.44, -0.63, 0.47, -0.39, -0.29, 0.23, -0.58, -0.29, -0.29, 0.43, 0.42, 0.45, 0.45, -0.54, 0.36, -0.34, -0.26, 0.44, -0.57, -0.46, -0.33, 0.42, 0.45, 0.42, 0.40, -0.43, 0.43, -0.39, -0.37, 0.32, -0.54, -0.37, -0.31, 0.46, 0.41, 0.40, 0.42]}